# 1
Below is a 14-piece molecular cluster, C29H28Cl52N overall at a distorted geometry, with properties calculated with ωB97M-V/def2-TZVPD.

## Properties
Charge = +1
Maximum force = 5.4 eV/Å
Gap between HOMO and LUMO = 7.09 eV
Total energy = -683161.937 eV

CARTESIAN COORDINATES (ANGSTROEM)
1 C -1.822 0.961 1.463
2 C -0.481 1.575 0.746
3 C 0.549 0.460 0.127
4 C 0.849 -0.828 1.094
5 C 1.004 -0.480 2.689
6 C 2.423 -1.036 3.359
7 C 3.677 -0.194 2.722
8 C 4.205 1.065 3.629
9 C 5.798 1.004 4.114
10 C 6.369 2.271 4.983
11 C 5.340 3.504 5.308
12 N 3.860 3.552 4.872
13 C 3.103 4.802 5.261
14 C 1.488 4.756 4.989
15 C 3.748 6.068 4.397
16 C 3.462 5.904 2.782
17 C 3.297 2.387 4.059
18 H -1.837 -0.215 1.543
19 H -2.747 1.312 0.826
20 H -1.938 1.352 2.585
21 H 0.133 2.176 1.573
22 H -0.833 2.395 -0.044
23 H 1.561 0.974 -0.206
24 H 0.040 0.050 -0.871
25 H 0.005 -1.641 0.869
26 H 1.857 -1.323 0.689
27 H 0.124 -1.070 3.241
28 H 0.952 0.659 2.958
29 H 2.543 -2.162 2.994
30 H 2.373 -1.049 4.529
31 H 3.377 0.230 1.661
32 H 4.600 -0.920 2.517
33 H 6.497 0.093 3.850
34 H 7.473 2.363 5.385
35 H 5.777 4.430 5.912
36 H 3.320 5.050 6.407
37 H 1.048 5.796 5.373
38 H 1.186 4.694 3.850
39 H 1.036 3.888 5.637
40 H 4.896 6.197 4.586
41 H 3.238 7.080 4.771
42 H 2.329 6.213 2.614
43 H 3.593 4.760 2.479
44 H 4.203 6.513 2.107
45 H 2.181 2.383 3.696
46 C -2.626 -2.510 3.926
47 Cl -3.826 -3.331 4.955
48 Cl -1.346 -3.663 3.471
49 Cl -3.424 -1.898 2.456
50 Cl -1.907 -1.148 4.823
51 C 2.986 -1.904 7.892
52 Cl 4.087 -2.780 8.986
53 Cl 3.895 -0.646 7.017
54 Cl 2.278 -3.047 6.723
55 Cl 1.685 -1.144 8.843
56 C -6.033 0.661 0.247
57 Cl -5.281 2.269 0.097
58 Cl -4.849 -0.592 -0.206
59 Cl -6.554 0.403 1.931
60 Cl -7.445 0.562 -0.834
61 C -9.236 -0.488 -4.370
62 Cl -7.462 -0.529 -4.205
63 Cl -9.897 -2.116 -4.076
64 Cl -9.917 0.653 -3.183
65 Cl -9.668 0.039 -6.016
66 C 3.500 -5.522 2.040
67 Cl 4.102 -5.348 0.372
68 Cl 1.761 -5.135 2.087
69 Cl 3.749 -7.199 2.589
70 Cl 4.386 -4.408 3.111
71 C -11.488 -2.550 -8.764
72 Cl -13.193 -2.033 -8.823
73 Cl -10.473 -1.343 -9.593
74 Cl -10.971 -2.697 -7.066
75 Cl -11.317 -4.127 -9.575
76 C -7.080 -3.743 -8.272
77 Cl -5.306 -3.784 -8.108
78 Cl -7.741 -5.371 -7.978
79 Cl -7.761 -2.602 -7.085
80 Cl -7.512 -3.215 -9.919
81 C 4.068 0.387 -2.445
82 Cl 2.614 -0.643 -2.458
83 Cl 3.921 1.638 -3.705
84 Cl 4.229 1.165 -0.850
85 Cl 5.507 -0.613 -2.766
86 C 5.179 2.288 -7.456
87 Cl 3.867 3.166 -6.630
88 Cl 6.498 3.421 -7.846
89 Cl 5.797 1.003 -6.388
90 Cl 4.555 1.563 -8.958
91 C -14.311 -5.002 -5.977
92 Cl -13.072 -4.101 -5.067
93 Cl -15.427 -3.853 -6.758
94 Cl -13.522 -6.003 -7.222
95 Cl -15.222 -6.050 -4.862
96 C -1.199 -0.772 -4.217
97 Cl -2.310 -0.508 -2.849
98 Cl -2.142 -1.125 -5.687
99 Cl -0.220 0.694 -4.478
100 Cl -0.126 -2.147 -3.855
101 C 8.260 -3.881 1.889
102 Cl 10.034 -3.922 2.054
103 Cl 7.599 -5.509 2.184
104 Cl 7.579 -2.740 3.076
105 Cl 7.828 -3.354 0.243
106 C 7.209 3.837 -2.118
107 Cl 5.896 4.715 -1.292
108 Cl 8.527 4.969 -2.508
109 Cl 7.826 2.551 -1.050
110 Cl 6.584 3.112 -3.621

Löwdin atomic charge list, values in e, 2 entries:
1 C -0.16
2 C -0.25


# 2
Below is one molecule with the formula C29H28ClF3N4O2 at a distorted geometry, with properties calculated with ωB97M-V/def2-TZVPD.

## Properties
SMILES = CCc1nc2ccc(Cl)cn2c1C(=O)NCc1ccc(N2CCC(c3ccc(OC(F)(F)F)cc3)CC2)cc1
Charge = 0
Maximum force = 1.8 eV/Å
Gap between HOMO and LUMO = 8.20 eV
Total energy = -61259.720 eV
ΔE to the lowest compared entry with this formula, charge and spin = 0.485 eV

CARTESIAN COORDINATES (ANGSTROEM)
1 C -2.705 0.553 -1.801
2 C -3.994 0.393 -2.610
3 C -5.204 0.747 -1.809
4 N -5.922 1.824 -2.166
5 C -6.886 1.957 -1.268
6 C -7.912 2.905 -1.179
7 C -8.797 2.835 -0.139
8 C -8.657 1.812 0.822
9 Cl -9.771 1.730 2.137
10 C -7.657 0.886 0.736
11 N -6.791 0.964 -0.299
12 C -5.726 0.170 -0.646
13 C -5.321 -0.970 0.189
14 O -5.635 -1.064 1.366
15 N -4.611 -1.924 -0.455
16 C -3.940 -3.003 0.248
17 C -2.453 -2.779 0.230
18 C -1.632 -3.432 -0.679
19 C -0.277 -3.175 -0.731
20 C 0.314 -2.233 0.122
21 N 1.658 -1.972 0.068
22 C 2.362 -1.333 1.154
23 C 3.759 -1.932 1.321
24 C 4.622 -1.812 0.047
25 C 5.700 -0.767 0.158
26 C 5.416 0.528 0.583
27 C 6.408 1.483 0.665
28 C 7.709 1.151 0.315
29 O 8.642 2.200 0.435
30 C 9.905 2.010 0.127
31 F 10.523 1.070 0.866
32 F 10.117 1.653 -1.154
33 F 10.572 3.143 0.320
34 C 8.020 -0.125 -0.114
35 C 7.009 -1.071 -0.187
36 C 3.715 -1.521 -1.157
37 C 2.451 -2.368 -1.076
38 C -0.527 -1.562 1.022
39 C -1.876 -1.837 1.074
40 H -1.845 0.304 -2.417
41 H -2.697 -0.092 -0.926
42 H -2.605 1.583 -1.468
43 H -3.975 1.074 -3.462
44 H -4.069 -0.625 -3.005
45 H -7.975 3.667 -1.937
46 H -9.598 3.548 -0.038
47 H -7.498 0.098 1.456
48 H -4.342 -1.776 -1.413
49 H -4.328 -2.992 1.270
50 H -4.197 -3.954 -0.229
51 H -2.055 -4.168 -1.349
52 H 0.328 -3.728 -1.432
53 H 2.427 -0.246 0.997
54 H 1.808 -1.504 2.081
55 H 4.258 -1.445 2.159
56 H 3.641 -2.986 1.575
57 H 5.109 -2.777 -0.127
58 H 4.409 0.798 0.860
59 H 6.198 2.487 0.995
60 H 9.024 -0.406 -0.390
61 H 7.257 -2.067 -0.520
62 H 3.444 -0.465 -1.178
63 H 4.247 -1.745 -2.083
64 H 1.857 -2.221 -1.984
65 H 2.731 -3.431 -1.019
66 H -0.129 -0.802 1.676
67 H -2.503 -1.305 1.775

Löwdin atomic charge list, values in e, 2 entries:
1 C -0.08
2 C -0.19


# 3
Below is C29H28Co2O7 as an isolated structure at a distorted geometry, with properties calculated with ωB97M-V/def2-TZVPD.

## Properties
Charge = -2
Maximum force = 5.6 eV/Å
Gap between HOMO and LUMO = 5.51 eV
Total energy = -120112.756 eV
ΔE to the lowest compared entry with this formula, charge and spin = 0.000 eV

CARTESIAN COORDINATES (ANGSTROEM)
1 C -4.041 -3.822 -1.371
2 C -2.847 -2.871 -1.333
3 C -2.901 -1.972 -2.568
4 C -2.997 -1.985 -0.097
5 C -1.499 -3.630 -1.300
6 C -0.234 -2.877 -1.215
7 O -0.216 -1.625 -1.063
8 C 1.024 -3.635 -1.293
9 C 2.368 -2.866 -1.313
10 C 3.565 -3.810 -1.335
11 C 2.491 -1.983 -0.071
12 C 2.436 -1.972 -2.551
13 C 0.974 -5.014 -1.334
14 C -0.241 -5.704 -1.340
15 C -1.453 -5.009 -1.340
16 H -4.065 -4.462 -0.483
17 H -4.970 -3.240 -1.384
18 H -4.030 -4.448 -2.269
19 H -2.095 -1.235 -2.522
20 H -2.794 -2.574 -3.476
21 H -3.863 -1.448 -2.609
22 H -2.237 -1.200 -0.108
23 H -3.990 -1.521 -0.092
24 H -2.887 -2.586 0.810
25 H 3.563 -4.435 -2.234
26 H 4.494 -3.229 -1.336
27 H 3.576 -4.452 -0.448
28 H 1.686 -1.243 -0.069
29 H 2.413 -2.599 0.831
30 H 3.453 -1.459 -0.066
31 H 1.623 -1.243 -2.530
32 H 3.392 -1.436 -2.579
33 H 2.349 -2.582 -3.456
34 H 1.904 -5.586 -1.370
35 H -0.242 -6.794 -1.350
36 H -2.382 -5.584 -1.380
37 O -0.959 0.944 -0.484
38 C -0.053 1.437 0.040
39 Co 1.248 2.172 0.961
40 C 1.207 1.431 2.520
41 O 1.200 0.978 3.586
42 C 2.836 1.573 0.485
43 O 3.890 1.146 0.270
44 C 0.565 3.962 1.508
45 C -0.628 4.086 2.344
46 C -1.790 3.352 2.039
47 C -2.851 3.303 2.939
48 C -2.825 4.082 4.105
49 C -1.714 4.899 4.369
50 C -0.629 4.914 3.490
51 C 1.749 4.755 1.542
52 C 2.639 5.212 2.426
53 Co 1.201 4.441 -0.089
54 C 0.070 3.750 -1.293
55 O -0.616 3.438 -2.167
56 C 2.732 3.898 -0.817
57 O 3.719 3.727 -1.397
58 C 1.159 6.111 -0.684
59 O 1.121 7.159 -1.171
60 H -1.836 2.806 1.093
61 H -3.695 2.647 2.713
62 H -3.665 4.052 4.804
63 H -1.677 5.524 5.263
64 H 0.241 5.542 3.686
65 H 3.430 5.884 2.089
66 H 2.606 4.906 3.476

Löwdin atomic charge list, values in e, 2 entries:
1 C -0.10
2 C -0.56


# 4
Below is C29H28CsN6Te as an isolated structure at a distorted geometry, with properties calculated with ωB97M-V/def2-TZVPD.

## Properties
Charge = -1
Maximum force = 1.7 eV/Å
Gap between HOMO and LUMO = 4.15 eV
Total energy = -47307.903 eV
ΔE to the lowest compared entry with this formula, charge and spin = 0.824 eV

CARTESIAN COORDINATES (ANGSTROEM)
1 Cs -0.620 -0.577 -0.971
2 N 0.876 4.367 -0.888
3 C 0.727 3.028 -0.899
4 N -0.411 2.421 -0.901
5 C -1.591 3.149 -0.892
6 N -2.774 2.631 -0.887
7 N -2.826 1.242 -0.900
8 C -4.009 0.793 -0.874
9 C -4.322 -0.656 -0.868
10 C -5.648 -1.060 -0.842
11 C -5.940 -2.418 -0.824
12 C -4.900 -3.327 -0.825
13 C -3.598 -2.836 -0.850
14 N -3.319 -1.538 -0.881
15 C -1.498 4.623 -0.886
16 C -2.617 5.455 -0.881
17 C -2.476 6.827 -0.872
18 C -1.200 7.395 -0.869
19 C -0.080 6.595 -0.875
20 C -0.229 5.206 -0.883
21 H 1.803 4.758 -0.885
22 H 1.648 2.436 -0.903
23 H -4.847 1.494 -0.848
24 H -6.435 -0.316 -0.833
25 H -6.969 -2.755 -0.805
26 H -5.079 -4.393 -0.803
27 H -2.741 -3.507 -0.839
28 H -3.592 4.989 -0.882
29 H -3.353 7.460 -0.868
30 H -1.083 8.472 -0.862
31 H 0.913 7.029 -0.871
32 C 0.211 0.015 2.721
33 N -0.306 -1.182 2.083
34 C -1.469 -1.678 2.791
35 C 0.748 -2.212 1.995
36 C 0.345 -3.440 1.194
37 C 0.044 -4.621 1.882
38 C -0.292 -5.782 1.192
39 C -0.302 -5.752 -0.198
40 C 0.002 -4.560 -0.866
41 C 0.332 -3.352 -0.218
42 H 0.546 -0.176 3.756
43 H -0.566 0.785 2.753
44 H 1.064 0.396 2.154
45 H -1.222 -1.993 3.822
46 H -1.884 -2.539 2.267
47 H -2.231 -0.895 2.846
48 H 1.049 -2.504 3.020
49 H 1.610 -1.751 1.509
50 H 0.075 -4.643 2.972
51 H -0.520 -6.696 1.730
52 H -0.535 -6.658 -0.754
53 H -0.002 -4.593 -1.958
54 Te 3.174 -0.375 -0.877
55 C 5.287 -0.294 -0.846
56 C 6.036 -1.404 -0.439
57 C 7.426 -1.370 -0.403
58 C 8.118 -0.224 -0.773
59 C 7.393 0.890 -1.183
60 C 6.003 0.854 -1.218
61 H 5.514 -2.307 -0.147
62 H 7.973 -2.250 -0.081
63 H 9.201 -0.198 -0.743
64 H 7.914 1.795 -1.477
65 H 5.453 1.729 -1.541

Löwdin atomic charge list, values in e, 2 entries:
1 Cs 0.93
2 N 0.12